Molecular formula: C5H5OS2
Method: DFT, the ωB97M-V functional and the def2-TZVPD basis

Properties
- SMILES string: COc1cscc1[S-]
- Charge: -1
- Maximum force: 3.2 eV/Å
- Frontier orbital gap: 5.54 eV
- Energy above the lowest of the compared OMol25 structures with the same formula, charge and spin: 0.000 eV
- 2S+1: 1
- HOMO energy: -2.25 eV
- LUMO: 3.29 eV

Geometry as XYZ:
```
13
Properties=species:S:1:pos:R:3:forces:R:3
C 0.1294 1.2932 0.2872 2.16 2.30 -0.34
C -2.3145 0.9298 0.0671 3.12 -0.12 0.18
C -0.1313 0.0026 0.2668 -2.55 -1.85 -0.09
C -1.5783 -0.2250 0.1088 -0.40 -0.15 -0.02
C 1.9530 -1.0320 -0.2091 -0.39 0.85 -0.55
O 0.6524 -1.1094 0.4081 1.92 0.53 -0.56
S -2.3445 -1.7398 -0.0847 -0.08 -1.04 0.09
S -1.2689 2.3245 0.1002 0.34 -0.26 0.30
H 1.1623 1.6918 0.2729 -0.88 0.09 0.14
H -3.3432 0.9284 0.1199 -1.91 0.42 -0.17
H 2.4189 -1.9770 -0.3161 -0.19 -1.44 0.39
H 2.7511 -0.4166 0.2103 -0.50 0.44 0.99
H 1.9138 -0.6703 -1.2313 -0.64 0.24 -0.36
```
Positions in Å, forces in eV/Å.